# C61H28AuCl5F15GeNOP2S2

A molecular structure, C61H28AuCl5F15GeNOP2S2 (wB97M-V/def2-TZVPD, the Open Molecules 2025 dataset).

```
117
C61H28AuCl5F15GeNOP2S2 | the Open Molecules 2025 dataset | wB97M-V/def2-TZVPD
C -4.73 3.39 -0.24
F 6.52 -1.23 1.81
C -2.02 1.63 5.10
C -4.33 4.74 1.71
C 2.35 4.77 0.58
H -1.43 5.08 -0.11
S 1.55 0.95 -1.25
C -0.49 0.23 -3.74
F 8.15 3.63 1.64
Au -0.19 0.15 0.21
H 0.08 6.87 -0.78
H -2.91 1.25 5.61
C -3.61 1.31 -2.02
C 4.03 -3.46 4.17
C -2.64 3.19 0.95
F 4.26 0.43 -0.32
S 1.97 0.41 2.05
C 1.50 3.73 0.95
C -0.90 -3.04 3.03
C 5.12 -4.03 3.55
Ge 3.96 0.52 2.79
C -3.66 -4.18 -0.24
C 3.77 -2.12 3.97
C -5.23 1.19 -3.78
C -0.66 -2.17 -3.75
H -4.29 -2.23 -0.88
H 0.16 -3.15 -5.47
O -2.89 1.97 -1.05
C 6.33 2.17 2.03
C -2.59 -5.03 -0.04
C 0.48 6.01 -0.27
F 2.69 -1.61 4.58
Cl -3.56 0.09 1.23
H 3.42 4.66 0.75
C 7.16 2.86 1.17
H -0.07 -2.98 -0.98
H -4.66 5.50 2.42
C -0.37 4.98 0.11
C 0.20 2.65 3.79
C -0.94 2.35 3.06
C -5.00 -0.17 -3.93
H -3.74 -1.81 -3.35
C 3.95 3.41 6.59
H -0.82 1.71 6.88
H -5.96 1.68 -4.41
C -0.89 -0.95 -3.12
F 5.84 1.77 -1.99
C 4.58 -1.31 3.19
H 0.49 1.13 -5.41
C -2.16 -2.47 -1.02
H 1.92 2.82 1.36
F 3.23 -4.21 4.93
N 0.58 3.31 -2.53
C 0.42 -1.02 -5.57
C 5.17 1.24 0.21
C -4.54 1.93 -2.84
C 0.24 2.42 5.16
C -1.14 -1.10 1.58
C 4.20 1.21 5.70
C -3.30 -0.03 -2.22
H 0.95 -1.05 -6.52
C -0.86 1.89 5.82
H 2.51 6.71 -0.31
C 5.95 -3.26 2.76
F 6.58 2.31 3.34
H 1.06 3.09 3.30
F 7.78 3.39 -1.03
F 3.95 4.24 7.63
Cl 0.06 -4.34 3.61
F 3.50 5.19 5.14
F 5.38 -5.33 3.72
C 3.76 3.01 4.26
H -0.70 1.18 -3.27
Cl -4.65 -1.75 3.44
C -1.08 -3.33 -0.80
C 5.99 1.91 -0.68
H -2.76 -6.03 0.35
H -5.55 -0.75 -4.66
C -5.15 4.34 0.68
Cl -2.82 -3.92 4.72
Cl 1.13 -2.58 1.36
F 3.56 3.53 3.04
C 6.98 2.74 -0.19
H -5.41 3.08 -1.01
C -4.00 -0.77 -3.18
C 3.98 1.65 4.41
H -2.44 4.43 2.68
C 5.67 -1.92 2.59
C -2.47 -1.03 1.98
C 3.73 3.89 5.32
C -2.06 1.85 3.74
C 1.84 5.91 -0.02
C -2.20 -2.88 3.51
H 1.14 2.65 5.71
C 0.17 0.20 -4.95
C -0.39 -2.17 2.07
F 4.46 -0.08 5.96
C 5.29 1.37 1.59
C -3.45 2.85 -0.14
H -4.67 -4.51 -0.02
P -0.98 2.47 1.22
P -1.78 -0.76 -1.53
C 4.19 2.06 6.79
C 0.12 3.85 0.76
C 0.97 2.36 -1.98
H -6.14 4.76 0.57
C -3.45 -2.90 -0.73
F 4.41 1.60 8.02
C -1.30 -4.61 -0.33
C -3.09 4.15 1.85
C -3.00 -1.89 2.95
H -2.98 1.67 3.21
H -0.98 -3.10 -3.30
C -0.01 -2.20 -4.98
F 7.01 -3.83 2.17
H -0.46 -5.27 -0.17
H -4.69 3.00 -2.80
```

Output
Gap between HOMO and LUMO ... 0.195 hartree
Energy above the lowest of the compared OMol25 structures with the same formula, charge and spin ... 34.9 kJ/mol
Net charge ... 0
HOMO level ... -0.2939 Ha
DFT total energy ... -271077.429 eV

Mulliken atomic charge list, values in e, 6 entries: number 1, C, carries -1.48; number 2, F, carries -0.31; number 3, C, carries -0.85; number 4, C, carries -0.98; number 5, C, carries -1.06; number 6, H, carries 0.34



# C61H37Cl4N8Ti

A molecular structure, C61H37Cl4N8Ti (wB97M-V/def2-TZVPD, the Open Molecules 2025 dataset).

```
111
C61H37Cl4N8Ti | the Open Molecules 2025 dataset | wB97M-V/def2-TZVPD
C -0.31 -1.12 2.45
C -0.18 2.44 3.52
C 2.77 1.92 -1.44
H -1.49 -3.08 1.27
H -3.81 3.48 0.50
C 5.08 -2.46 4.45
C -1.31 3.91 -2.21
C -2.53 2.46 -4.62
H -2.28 0.82 -0.29
H 4.07 0.87 2.81
C -0.33 2.64 2.10
H -0.06 -2.51 6.08
H 1.23 1.14 4.62
C -4.05 -2.04 -0.69
Cl -2.90 3.49 -8.46
N -0.02 -0.39 -1.95
H 6.12 2.22 -1.58
C -0.14 -2.12 5.08
C 1.27 1.19 2.38
H 1.66 -5.07 -2.02
C -1.14 3.25 -0.06
C 5.50 -0.13 4.05
C -1.63 -4.41 -2.31
C 3.93 -2.38 3.68
N -0.55 2.24 -0.78
N 2.06 0.30 1.79
C -0.88 2.76 -6.83
C -2.35 4.14 1.93
C -3.07 2.86 -5.83
N 2.61 0.78 -0.73
H 0.91 -7.24 -2.86
C 5.04 0.65 -0.64
H -0.24 2.88 -7.69
C -2.17 4.91 3.09
N 0.60 1.90 1.45
C -1.71 -1.07 0.55
H 6.13 0.74 4.18
C 1.75 -3.76 0.28
H 1.93 -2.15 4.78
N 1.47 -1.51 -0.05
C -0.70 -0.56 -4.13
Cl 7.28 -1.42 5.63
C 3.75 0.09 -0.31
C -1.25 3.36 1.34
H -2.38 -0.88 2.90
H 5.90 0.12 -0.28
H -3.17 2.34 -3.76
C 0.14 -2.85 -1.51
C 1.02 -2.70 -0.43
C -4.50 5.46 3.14
H 1.85 2.42 -1.74
C 2.76 -3.19 0.93
H -3.10 -5.78 -3.08
C -2.11 -2.41 0.68
H -3.08 6.16 4.58
C -0.64 1.72 -3.18
H -4.29 -0.03 -1.41
H -3.53 -3.92 0.21
C -0.19 -1.72 -2.29
H 3.57 -3.67 1.45
C 5.85 -1.33 4.64
Cl -1.64 -8.16 -3.70
H -4.95 -2.41 -1.16
C -0.29 -4.18 -1.98
H -2.27 -1.77 5.18
C -2.24 3.01 -6.93
H 1.50 -4.81 0.24
C 2.26 -1.03 2.28
H -0.78 -2.75 -4.16
C -3.67 -0.71 -0.83
C -0.37 0.32 -3.07
H -1.18 5.02 3.50
C -1.44 -1.23 3.29
C -3.26 -2.88 0.08
C 0.61 -5.23 -2.20
H -2.36 -3.62 -2.16
H -0.99 -0.26 -5.12
C 2.61 -1.70 0.82
Cl -5.84 6.26 3.90
C 5.14 1.80 -1.35
C 4.34 -0.06 3.29
C -1.16 2.20 -4.49
C 3.97 2.47 -1.78
C 0.20 -6.45 -2.70
C -4.70 4.74 1.98
H -5.69 4.68 1.55
C 0.84 1.53 3.70
Ti 0.73 0.38 -0.02
H 3.33 -3.27 3.54
N 3.79 -1.04 0.36
C 0.96 -1.46 2.99
C 3.53 -1.17 3.11
C -2.06 -5.63 -2.82
H 5.37 -3.41 4.90
C -0.62 -1.83 -3.64
C -0.74 2.58 -2.10
C -1.61 4.29 -0.95
H -0.76 2.91 4.29
C -0.35 2.35 -5.61
C -3.23 5.56 3.69
C -1.14 -6.64 -3.02
H -1.47 4.46 -3.12
N -0.54 -0.60 1.17
C -1.37 -1.73 4.57
H -2.06 5.22 -0.63
C -2.53 -0.22 -0.21
C 0.99 -1.95 4.30
C -3.64 4.08 1.39
H 0.71 2.14 -5.52
H 4.02 3.38 -2.36
H -4.13 3.06 -5.93
```

Output
Gap between HOMO and LUMO (spin up / spin down) ... 0.178 / 0.184 hartree
Net charge ... -1
Multiplicity ... 3
HOMO level (spin up / spin down) ... -0.1145 / -0.1702 Ha
DFT total energy ... -148988.169 eV

Mulliken atomic charge list, values in e, 6 entries: number 1, C, carries 0.55; number 2, C, carries -1.10; number 3, C, carries -0.13; number 4, H, carries 0.52; number 5, H, carries 0.42; number 6, C, carries -1.50